{"formula": "C6H8S", "method": "ωB97M-V/def2-TZVPD", "symbols": ["C", "C", "C", "C", "C", "C", "S", "H", "H", "H", "H", "H", "H", "H", "H"], "xyz": [[-0.1457, 1.9545, 0.3378], [-0.0356, 0.6532, -0.5660], [-1.2151, -0.3064, -0.5757], [-0.8525, -1.5156, -0.1097], [0.6061, -1.5645, 0.3660], [1.1222, -0.2312, -0.0516], [2.6778, 0.2109, -0.1009], [-0.8143, 1.4751, 1.1276], [-0.7101, 2.7342, -0.1969], [0.8038, 2.0759, 0.8775], [0.3141, 0.7658, -1.6188], [-2.1312, 0.0131, -0.8844], [-1.4699, -2.3201, 0.0248], [0.8291, -1.4420, 1.4459], [1.0213, -2.5030, -0.0755]], "total_charge": 0, "e_above_lowest_kj_mol": 144.4, "fmax_ev_per_a": 3.81, "smiles": "C[C@@H]1C=CCC1=S", "homo_energy_ev": -8.454, "energy_ev": -17184.97441}